a.
{
  "formula": "C4H3N",
  "method": "ωB97M-V/def2-TZVPD",
  "species": ["C", "C", "C", "N", "C", "H", "H", "H"],
  "positions_angstrom": [[-0.46, -1.12, 0.25], [-0.87, 0.01, -0.76], [0.02, 0.93, -0.41], [0.91, 0.37, 0.49], [0.74, -0.87, 0.81], [-1.93, 0.13, -1.21], [0.28, 1.94, -0.61], [1.32, -1.40, 1.43]],
  "mulliken_charge": [0.05, -0.24, -0.31, -0.36, -0.30, 0.29, 0.42, 0.45],
  "spin_multiplicity": 1,
  "e_homo_ha": [-0.3398, -0.3446],
  "smiles": "C1=CC=NC=1",
  "lumo_ev": [-1.40, -1.91],
  "gap_ev": [7.847, 7.472]
}

---

b.
{
  "formula": "C4H3N",
  "method": "ωB97M-V/def2-TZVPD",
  "species": ["C", "C", "C", "C", "N", "H", "H", "H"],
  "positions_angstrom": [[-1.32, 1.25, 0.57], [0.39, -0.47, 0.87], [-0.34, 0.59, 1.34], [-0.74, 0.74, -0.49], [0.18, -0.22, -0.42], [-1.90, 2.20, 0.46], [1.29, -0.99, 1.16], [1.07, -1.62, -1.76]],
  "mulliken_charge": [-0.14, -0.30, -0.05, -0.04, -0.19, 0.30, 0.35, 0.08],
  "spin_multiplicity": 1,
  "e_homo_ha": [-0.3359, -0.3443],
  "lumo_ev": [-1.66, -1.11],
  "gap_ev": [7.476, 8.261]
}

---

From most stable to least stable, the computed energies give a, b.

---

a.
{
  "formula": "C4H3N",
  "method": "ωB97M-V/def2-TZVPD",
  "species": ["C", "C", "C", "C", "N", "H", "H", "H"],
  "positions_angstrom": [[1.67, 0.45, 1.58], [2.54, 0.43, 0.65], [3.45, 0.04, -0.47], [1.37, 0.29, -0.45], [4.45, 0.35, -0.92], [1.76, 0.15, -1.45], [0.86, -0.59, -0.20], [0.61, 1.15, -0.51]],
  "mulliken_charge": [-0.39, 0.44, 0.11, -0.74, -0.37, 0.33, 0.30, 0.31],
  "spin_multiplicity": 1,
  "e_homo_ha": -0.3964,
  "lumo_ev": -0.60,
  "gap_ev": 10.188
}

---

b.
{
  "formula": "C4H3N",
  "method": "ωB97M-V/def2-TZVPD",
  "species": ["C", "C", "C", "C", "N", "H", "H", "H"],
  "positions_angstrom": [[0.91, 0.61, 0.11], [0.68, -0.82, 0.16], [-0.24, 1.39, 0.01], [-0.58, -0.84, 0.00], [-1.57, -0.09, 0.11], [1.75, 1.33, -0.01], [1.25, -1.72, 0.38], [-2.20, 0.14, -0.75]],
  "mulliken_charge": [0.07, -0.69, -0.43, 0.38, -0.43, 0.39, 0.37, 0.33],
  "spin_multiplicity": 1,
  "e_homo_ha": -0.3245,
  "lumo_ev": -0.80,
  "gap_ev": 8.034
}

---

c.
{
  "formula": "C4H3N",
  "method": "ωB97M-V/def2-TZVPD",
  "species": ["C", "C", "C", "C", "N", "H", "H", "H"],
  "positions_angstrom": [[1.05, 0.64, -0.15], [0.20, -0.41, 0.24], [0.09, 1.39, 0.51], [-0.91, 0.39, 0.23], [-2.12, 0.17, -0.10], [1.99, 0.42, -0.50], [0.35, -1.44, 0.65], [-2.08, -0.80, -0.38]],
  "mulliken_charge": [-0.15, -0.17, -0.76, 0.78, -0.71, 0.41, 0.34, 0.26],
  "spin_multiplicity": 1,
  "e_homo_ha": [-0.3252, -0.3252],
  "lumo_ev": [-0.06, -0.06],
  "gap_ev": [8.786, 8.785]
}

---

From most stable to least stable, the computed energies give c, b, a.

---

a.
{
  "formula": "C4H3N",
  "method": "ωB97M-V/def2-TZVPD",
  "species": ["C", "C", "C", "C", "N", "H", "H", "H"],
  "positions_angstrom": [[-1.41, 0.48, 1.29], [-0.61, 0.34, 0.41], [0.36, 0.15, -0.66], [0.77, -1.39, -0.70], [1.84, -1.32, -0.23], [-2.14, 0.60, 2.05], [1.22, 0.83, -0.51], [-0.02, 0.32, -1.65]],
  "mulliken_charge": [0.17, -0.51, -0.25, -0.02, -0.26, 0.39, 0.24, 0.23],
  "spin_multiplicity": 1,
  "e_homo_ha": -0.3893,
  "smiles": "C#CCC#N",
  "lumo_ev": -0.33,
  "gap_ev": 10.264
}

---

b.
{
  "formula": "C4H3N",
  "method": "ωB97M-V/def2-TZVPD",
  "species": ["C", "C", "C", "C", "N", "H", "H", "H"],
  "positions_angstrom": [[0.96, 1.06, 0.48], [0.29, -0.17, 0.05], [-0.45, -1.07, -0.27], [-1.56, -1.76, -0.77], [-2.54, -2.18, -1.22], [1.51, 0.90, 1.41], [0.16, 1.79, 0.64], [1.62, 1.43, -0.31]],
  "mulliken_charge": [-0.99, 0.39, 0.02, 0.14, -0.39, 0.29, 0.26, 0.28],
  "spin_multiplicity": 1,
  "e_homo_ha": -0.3860,
  "smiles": "CC#CC#N",
  "lumo_ev": 0.64,
  "gap_ev": 11.149
}

---

From most stable to least stable, the computed energies give b, a.

---

a.
{
  "formula": "C2H4FNS",
  "method": "ωB97M-V/def2-TZVPD",
  "species": ["C", "N", "C", "F", "S", "H", "H", "H", "H"],
  "positions_angstrom": [[-0.22, 0.23, -0.02], [1.03, -0.47, 0.10], [2.21, -0.55, -0.65], [2.23, 0.47, -1.50], [3.30, -1.78, -0.69], [-0.22, 1.27, 0.10], [-0.58, -0.03, -0.96], [-1.00, -0.02, 0.71], [1.16, -1.20, 0.84]],
  "mulliken_charge": [-0.84, -0.20, 0.38, -0.19, -0.32, 0.31, 0.32, 0.31, 0.23],
  "spin_multiplicity": 1,
  "e_homo_ha": -0.3319,
  "smiles": "CNC(F)=S",
  "lumo_ev": 0.70,
  "gap_ev": 9.728
}

---

b.
{
  "formula": "C2H4FNS",
  "method": "ωB97M-V/def2-TZVPD",
  "species": ["C", "C", "H", "H", "H", "H", "N", "F", "S"],
  "positions_angstrom": [[0.63, 0.10, -0.11], [-0.37, -0.96, 0.11], [0.56, 2.40, -0.50], [-0.99, 1.26, -0.07], [0.13, -2.21, -0.18], [-0.43, -1.13, 1.35], [0.03, 1.35, 0.07], [-1.74, -0.45, -0.43], [2.17, -0.36, -0.23]],
  "mulliken_charge": [0.28, -0.27, 0.33, 0.31, 0.30, 0.24, -0.52, -0.36, -0.30],
  "spin_multiplicity": 1,
  "e_homo_ha": -0.3292,
  "lumo_ev": -0.13,
  "gap_ev": 8.833
}

---

c.
{
  "formula": "C2H4FNS",
  "method": "ωB97M-V/def2-TZVPD",
  "species": ["N", "C", "S", "C", "F", "H", "H", "H", "H"],
  "positions_angstrom": [[0.39, 1.31, 0.01], [0.64, -0.06, 0.09], [2.03, -0.51, -0.19], [-0.66, -0.94, 0.12], [-1.76, -0.25, -0.33], [1.27, 1.71, -0.02], [-0.58, 1.67, -0.28], [-0.39, -1.66, -0.57], [-0.94, -1.26, 1.18]],
  "mulliken_charge": [-0.43, 0.44, -0.48, -0.14, -0.30, 0.18, 0.27, 0.26, 0.22],
  "spin_multiplicity": 1,
  "e_homo_ha": -0.3254,
  "smiles": "NC(=S)CF",
  "lumo_ev": 0.61,
  "gap_ev": 9.464
}

---

From most stable to least stable, the computed energies give a, c, b.